ORCA calculation (ωB97M-V/def2-TZVPD) on a cluster of 2 separate species, C5H11NO3 in total.

Structure (ORCA input):
```
! RIJCOSX wB97M-V def2-TZVPD def2/J DEFGRID3
* xyz 0 1
O 0.205 0.406 2.230
C 1.279 0.767 1.757
O 2.178 1.530 2.426
C 1.678 0.667 0.318
C 0.481 0.544 -0.580
C -0.112 -0.834 -1.097
C -0.048 -1.386 -2.308
N -0.826 -1.468 -0.142
H 1.831 1.704 3.369
H 2.433 -0.157 0.292
H 2.280 1.534 0.032
H -0.425 0.902 0.046
H 0.509 1.367 -1.463
H -0.609 -2.199 -2.554
H 0.352 -0.873 -3.234
H -0.763 -0.899 0.729
H -1.045 -2.446 -0.100
H -2.405 0.130 -0.162
H -3.782 0.022 0.437
O -3.210 0.687 0.003
*
```

Values from the calculation:
structure (SMILES): C=C(N)CCC(=O)O.O
energy above the lowest of the compared OMol25 structures with the same formula, charge and spin: 1.851 eV
E_LUMO: 0.6 eV

ORCA calculation (ωB97M-V/def2-TZVPD) on a cluster of 2 separate species, C36H39NO5S2Si in total.

Structure (ORCA input):
```
! RIJCOSX wB97M-V def2-TZVPD def2/J DEFGRID3
* xyz 0 1
C -5.643 0.388 1.823
Si -4.247 0.515 3.043
C -4.789 1.554 4.498
C -3.793 -1.182 3.666
O -2.935 1.255 2.277
C -1.644 0.725 1.994
C -0.873 0.539 3.325
C -1.282 1.221 4.473
C -0.675 0.939 5.700
C 0.415 0.073 5.768
C 0.899 -0.512 4.598
C 0.273 -0.258 3.373
C -1.833 -0.510 1.098
C -1.495 -1.797 1.514
C -1.720 -2.875 0.651
C -2.352 -2.685 -0.574
C -2.762 -1.403 -0.948
C -2.530 -0.317 -0.102
C -0.859 1.786 1.167
C -0.622 3.113 1.908
C 0.815 3.074 2.422
C 1.555 2.080 1.521
N 0.508 1.320 0.853
C 0.801 0.306 0.031
C 2.098 -0.214 -0.118
C 2.290 -1.500 -0.595
C 3.547 -2.192 -0.688
C 3.594 -3.579 -1.017
C 4.805 -4.261 -1.084
C 6.014 -3.586 -0.845
C 5.991 -2.221 -0.530
C 4.781 -1.529 -0.456
H -6.466 -0.167 2.299
H -6.016 1.381 1.541
H -5.353 -0.144 0.909
H -5.659 1.048 4.943
H -4.031 1.659 5.284
H -5.103 2.558 4.185
H -4.594 -1.488 4.357
H -3.740 -1.914 2.850
H -2.841 -1.199 4.215
H -2.111 1.934 4.431
H -1.084 1.402 6.598
H 0.880 -0.151 6.730
H 1.751 -1.188 4.618
H 0.658 -0.697 2.450
H -1.102 -1.960 2.520
H -1.402 -3.866 0.971
H -2.540 -3.532 -1.234
H -3.278 -1.229 -1.890
H -2.895 0.683 -0.362
H -1.394 1.974 0.222
H -0.707 3.891 1.139
H -1.381 3.313 2.668
H 1.295 4.054 2.387
H 0.844 2.709 3.456
H 2.176 2.605 0.777
H 2.225 1.431 2.106
H -0.028 -0.145 -0.524
H 2.947 0.418 0.156
H 1.396 -2.059 -0.884
H 2.649 -4.097 -1.206
H 4.818 -5.327 -1.321
H 6.963 -4.121 -0.903
H 6.925 -1.689 -0.340
H 4.768 -0.463 -0.221
C 0.543 2.332 -8.143
C 0.358 2.404 -6.761
C 0.882 1.404 -5.944
C 1.586 0.354 -6.500
C 1.778 0.271 -7.876
C 1.253 1.265 -8.703
S 2.246 -0.834 -5.313
O 1.492 -2.059 -5.443
O 3.690 -0.848 -5.413
C 1.782 0.042 -3.948
S 0.773 1.379 -4.139
O 1.419 2.558 -3.603
O -0.590 1.062 -3.754
H 0.137 3.113 -8.785
H -0.182 3.228 -6.304
H 2.339 -0.566 -8.283
H 1.403 1.209 -9.781
H 2.193 -0.203 -2.983
*
```

Values from the calculation:
energy above the lowest of the compared OMol25 structures with the same formula, charge and spin: 0.000 eV
E_LUMO: -2.0 eV

ORCA calculation (ωB97M-V/def2-TZVPD) on a cluster of 3 separate species, C33H25INO6 in total.

Structure (ORCA input):
```
! RIJCOSX wB97M-V def2-TZVPD def2/J DEFGRID3
* xyz -1 1
C 6.748 -0.739 -2.030
C 6.658 -0.360 -3.541
I 4.698 -1.076 -4.233
C 6.690 1.167 -3.824
C 8.002 1.895 -3.361
N 9.231 1.095 -3.415
C 7.800 2.586 -1.955
O 8.605 2.459 -1.027
O 6.763 3.332 -1.825
H 6.978 -1.821 -1.879
H 7.562 -0.157 -1.548
H 5.767 -0.545 -1.546
H 7.416 -0.934 -4.114
H 6.466 1.343 -4.900
H 5.854 1.626 -3.241
H 8.155 2.744 -4.073
H 9.551 0.923 -4.362
H 9.184 0.250 -2.857
C -3.087 -0.215 -1.411
C -2.024 -1.106 -1.292
C -0.730 -0.628 -1.158
C -0.491 0.743 -1.155
C -1.555 1.635 -1.298
C -2.855 1.151 -1.415
C -1.312 3.103 -1.346
O -2.242 3.879 -1.468
C 0.084 3.598 -1.252
C 0.339 4.962 -1.353
C 1.640 5.434 -1.254
C 2.693 4.546 -1.045
C 2.445 3.186 -0.949
C 1.142 2.707 -1.061
C 0.898 1.246 -0.992
O 1.821 0.481 -0.813
H -4.100 -0.591 -1.506
H -2.207 -2.173 -1.300
H 0.096 -1.322 -1.059
H -3.684 1.841 -1.514
H -0.476 5.657 -1.513
H 1.837 6.496 -1.339
H 3.709 4.915 -0.962
H 3.267 2.499 -0.791
C -4.404 -6.306 2.724
C -5.411 -6.483 3.668
C -6.064 -5.384 4.202
C -5.706 -4.100 3.803
C -4.680 -3.922 2.874
C -4.038 -5.029 2.327
C -4.251 -2.557 2.473
O -3.362 -2.398 1.662
C -4.926 -1.387 3.090
C -4.498 -0.102 2.768
C -5.129 0.998 3.327
C -6.196 0.821 4.204
C -6.622 -0.457 4.532
C -5.983 -1.565 3.984
C -6.425 -2.930 4.369
O -7.354 -3.087 5.137
H -3.900 -7.167 2.300
H -5.687 -7.482 3.986
H -6.851 -5.525 4.933
H -3.251 -4.895 1.596
H -3.670 0.040 2.084
H -4.791 1.997 3.079
H -6.692 1.682 4.635
H -7.449 -0.591 5.218
*
```

Values from the calculation:
energy above the lowest of the compared OMol25 structures with the same formula, charge and spin: 0.219 eV
E_LUMO: 0.0 eV

ORCA calculation (ωB97M-V/def2-TZVPD) on a cluster of 6 separate species, C5H21NO6 in total.

Structure (ORCA input):
```
! RIJCOSX wB97M-V def2-TZVPD def2/J DEFGRID3
* xyz 0 1
C 0.635 -2.268 0.638
C 0.010 -3.292 -0.409
C 0.890 -1.033 -0.139
N -0.222 -0.233 -0.469
C -1.570 -0.819 -0.411
C -0.180 0.888 -1.437
O 1.967 -0.682 -0.506
H -0.247 -2.141 1.404
H 1.590 -2.773 1.013
H 0.374 -4.295 -0.109
H 0.115 -3.046 -1.520
H -1.193 -3.482 -0.309
H -1.614 -1.686 -1.112
H -2.245 -0.026 -0.691
H -1.811 -1.098 0.711
H -1.133 1.294 -1.531
H 0.237 0.489 -2.398
H 0.597 1.491 -1.179
H 0.405 4.568 -0.045
H 1.137 3.413 0.926
O 0.393 4.069 0.849
H 2.120 0.311 -2.064
H 2.052 -0.961 -2.709
O 1.972 -0.044 -2.989
H 3.176 1.857 0.622
H 1.716 1.212 0.525
O 2.227 2.080 0.613
H -1.595 -0.416 2.476
H -2.168 -0.573 3.781
O -1.603 -1.070 3.138
H -1.273 2.616 0.882
H -2.600 3.164 1.492
O -2.157 2.485 0.959
*
```

Values from the calculation:
structure (SMILES): CCC(=O)N(C)C.O.O.O.O.O
energy above the lowest of the compared OMol25 structures with the same formula, charge and spin: 2.262 eV
E_LUMO: 0.5 eV

ORCA calculation (ωB97M-V/def2-TZVPD) on a cluster of 2 separate species, C3H9NO2 in total.

Structure (ORCA input):
```
! RIJCOSX wB97M-V def2-TZVPD def2/J DEFGRID3
* xyz 0 1
O -1.461 0.491 1.006
C -0.212 0.493 1.105
C 0.615 -0.378 0.187
C 1.268 0.304 -1.049
N 1.683 -1.039 0.935
H 0.355 1.160 1.847
H -0.018 -1.280 -0.364
H 1.799 -0.386 -1.804
H 1.988 1.079 -0.961
H 0.347 0.710 -1.674
H 1.699 -0.927 1.974
H 2.596 -0.774 0.637
H -2.581 -0.387 -1.816
H -1.739 0.035 -0.646
O -1.819 0.200 -1.656
*
```

Values from the calculation:
structure (SMILES): C[C@@H](N)C=O.O
energy above the lowest of the compared OMol25 structures with the same formula, charge and spin: 2.465 eV
E_LUMO: 0.3 eV

ORCA calculation (ωB97M-V/def2-TZVPD) on a structure of composition C17H17BFN3O3STm.

Structure (ORCA input):
```
! RIJCOSX wB97M-V def2-TZVPD def2/J DEFGRID3
* xyz 3 3
N -0.348 -0.912 4.821
C 0.033 0.276 3.993
C 0.124 -0.064 2.394
C -1.093 -0.661 1.589
C -2.513 -0.923 2.319
B -3.709 0.058 1.733
O -5.016 -0.538 1.446
O -3.538 1.465 1.447
C -0.887 -1.007 0.034
C -2.017 -1.656 -0.892
C -1.543 -3.165 -1.279
O -1.261 -3.909 -0.304
F -1.489 -3.568 -2.637
C 0.491 -0.713 -0.675
C 0.725 -1.009 -2.263
C 1.366 0.366 -2.858
C 2.867 0.417 -3.385
C 3.514 1.751 -3.923
C 2.609 3.040 -3.901
C 1.088 2.977 -3.399
C 0.459 1.639 -2.867
C 1.684 -0.119 0.157
N 3.044 0.209 -0.217
S 4.011 0.812 1.059
N 2.772 0.749 2.301
C 1.541 0.229 1.699
H 0.458 -1.158 5.423
H -0.538 -1.684 4.153
H 1.076 0.618 4.385
H -0.660 1.179 4.115
H -2.405 -0.615 3.435
H -2.810 -2.032 2.329
H -5.067 -0.485 0.453
H -3.172 1.485 0.521
H -3.043 -1.768 -0.401
H -2.119 -1.054 -1.861
H 1.450 -1.891 -2.306
H -0.253 -1.173 -2.831
H 3.545 -0.506 -3.394
H 4.590 1.807 -4.314
H 3.030 4.055 -4.252
H 0.495 3.970 -3.418
H -0.624 1.666 -2.515
Tm 3.135 1.844 4.083
*
```

Values from the calculation:
⟨S²⟩: 2.047
E_LUMO (alpha / beta): -11.1 / -12.0 eV

ORCA calculation (ωB97M-V/def2-TZVPD) on a cluster of 8 separate species, C25H64BClN9O26P4 in total.

Structure (ORCA input):
```
! RIJCOSX wB97M-V def2-TZVPD def2/J DEFGRID3
* xyz 1 1
C 4.242 -2.847 -0.484
C 5.394 -2.268 -1.305
O 5.017 -1.045 -1.930
C 5.825 0.069 -1.666
C 5.217 1.027 -0.623
O 4.313 0.303 0.203
C 3.739 1.105 1.198
C 2.432 0.486 1.665
O 1.401 0.141 0.701
C 1.457 0.442 -0.679
C -0.030 0.625 -1.131
P -0.697 -1.136 -1.545
C -0.046 -2.218 -0.216
C -2.535 -1.120 -1.298
C -3.055 -2.386 -0.609
N 0.053 1.477 -2.432
P 1.227 1.000 -3.730
O 2.404 1.816 -3.491
O 1.453 -0.537 -3.683
O 0.408 1.361 -5.034
C -1.331 1.825 -3.011
O -1.842 0.674 -3.585
C -2.215 2.466 -1.959
C -1.987 3.989 -1.944
N -2.938 4.579 -1.033
C -2.769 6.010 -0.776
B -3.761 2.316 -2.405
O -4.041 2.602 -3.724
O -4.678 1.994 -1.462
C -5.643 0.951 -1.719
C -6.185 0.460 -0.386
O -2.093 1.908 -0.649
C -0.845 1.488 -0.124
P 0.121 2.996 0.371
O 1.058 3.413 -0.721
P -1.439 0.445 1.405
O -0.408 0.914 2.579
Cl -2.995 1.658 1.950
H 4.129 -3.914 -0.655
H 4.394 -2.654 0.577
H 3.335 -2.321 -0.776
H 5.701 -2.971 -2.084
H 6.264 -2.099 -0.666
H 6.840 -0.189 -1.364
H 5.913 0.631 -2.602
H 6.017 1.431 0.009
H 4.707 1.858 -1.111
H 4.388 1.157 2.083
H 3.598 2.137 0.846
H 1.985 1.159 2.407
H 2.667 -0.446 2.187
H 1.891 -0.388 -1.247
H 2.048 1.314 -0.937
H -0.550 -2.127 0.743
H 1.027 -2.097 -0.115
H -0.223 -3.226 -0.597
H -2.950 -1.071 -2.304
H -2.895 -0.247 -0.754
H -2.709 -3.297 -1.098
H -2.798 -2.408 0.450
H -4.145 -2.391 -0.669
H 0.472 2.390 -2.118
H 0.850 -1.120 -4.164
H 0.358 0.669 -5.713
H -1.137 2.596 -3.757
H -1.876 0.788 -4.547
H -2.232 4.336 -2.955
H -0.934 4.269 -1.775
H -3.020 4.041 -0.181
H -2.498 6.210 0.262
H -1.986 6.415 -1.422
H -3.687 6.551 -1.008
H -4.526 1.925 -4.204
H -5.141 0.143 -2.257
H -6.446 1.372 -2.328
H -6.095 1.261 0.346
H -5.617 -0.399 -0.023
H -7.225 0.152 -0.475
H -0.902 3.917 0.633
H 0.729 2.778 1.609
H 0.061 0.149 2.934
C 0.621 -4.818 1.789
N 1.996 -5.213 2.203
O 2.095 -5.896 3.202
O 2.919 -4.835 1.515
H -0.070 -5.245 2.502
H 0.585 -3.732 1.781
H 0.451 -5.216 0.793
C 9.807 1.513 -3.147
N 9.266 0.900 -1.902
O 8.956 1.636 -0.989
O 9.164 -0.310 -1.891
H 9.839 2.587 -3.008
H 10.797 1.098 -3.306
H 9.143 1.229 -3.957
C -1.009 -8.610 4.223
N -1.656 -8.079 2.989
O -0.984 -7.369 2.259
O -2.806 -8.386 2.786
H 0.011 -8.249 4.254
H -1.591 -8.258 5.069
H -1.049 -9.694 4.166
C 3.185 -7.502 6.074
N 2.069 -8.208 6.763
O 1.680 -9.257 6.289
O 1.607 -7.672 7.747
H 3.483 -8.090 5.215
H 2.801 -6.532 5.773
H 3.996 -7.387 6.786
C -1.602 2.616 -8.128
N -1.650 1.473 -7.180
O -0.902 0.532 -7.357
O -2.440 1.550 -6.256
H -0.855 2.397 -8.881
H -2.595 2.718 -8.558
H -1.349 3.498 -7.546
C -2.339 3.182 4.877
N -2.528 4.155 5.991
O -3.663 4.330 6.389
O -1.539 4.709 6.413
H -3.309 2.780 4.615
H -1.892 3.724 4.049
H -1.666 2.406 5.228
C -6.496 5.413 5.097
N -7.543 4.893 4.175
O -7.477 5.211 3.004
O -8.389 4.171 4.657
H -5.817 6.031 4.522
H -6.993 5.984 5.875
H -5.988 4.556 5.526
*
```

Values from the calculation:
E_LUMO: -3.3 eV

ORCA calculation (ωB97M-V/def2-TZVPD) on a cluster of 2 separate species, H3O2PS in total.

Structure (ORCA input):
```
! RIJCOSX wB97M-V def2-TZVPD def2/J DEFGRID3
* xyz 0 1
O -0.934 -1.918 0.140
O 2.002 0.743 -0.510
P -0.688 -0.519 0.213
S -2.407 0.483 0.655
H 2.809 0.667 -0.127
H 2.403 1.066 -1.360
H -3.185 -0.522 0.990
*
```

Values from the calculation:
structure (SMILES): O=PS.O
energy above the lowest of the compared OMol25 structures with the same formula, charge and spin: 1.908 eV
E_LUMO: -0.1 eV

Values for DFT total energy, eV, ordered as above
-12995.0008; -79238.6790; -56505.2013; -19299.0931; -8840.4904; -72236.8520; -143941.1922; -24267.4701
Values for max |F|, eV/Å, ordered as above
4.46; 2.91; 2.70; 5.21; 4.07; 6.34; 1.04; 4.87